ORCA calculation (ωB97M-V with the def2-TZVPD basis set) on C36H50B2F4I2N14O4PdS as an isolated structure.

```
! RIJCOSX wB97M-V def2-TZVPD def2/J DEFGRID3
* xyz 0 1
Pd -1.07 -0.04 0.99
N -3.90 -0.47 -0.91
C -2.73 -0.41 -1.57
N -2.71 -0.28 -2.90
N -1.47 -0.23 -3.23
N -0.72 -0.31 -2.17
N -1.50 -0.45 -1.04
C -4.03 -0.61 0.45
N -5.18 -0.75 1.07
N -4.84 -0.80 2.38
N -3.58 -0.71 2.53
N -3.01 -0.61 1.30
H -4.74 -0.45 -1.46
F 3.18 -1.77 1.95
B 1.89 -1.73 2.42
F 0.97 -1.30 1.31
F 1.43 -2.98 2.81
F 1.75 -0.81 3.46
C -0.96 3.42 10.64
C -0.54 2.68 9.39
S -1.98 2.26 8.43
O -2.40 3.43 7.69
O -2.92 1.58 9.27
C -1.35 1.09 7.23
C -2.44 0.84 6.19
N -1.89 0.20 5.00
C -1.57 0.87 3.88
N -0.97 0.06 3.01
C -0.94 -1.20 3.57
C -1.49 -1.11 4.80
N -1.71 -2.18 5.72
O -2.02 -1.88 6.87
O -1.58 -3.30 5.30
C -1.79 2.32 3.70
H -0.07 3.67 11.23
H -1.62 2.81 11.25
H -1.48 4.35 10.39
H -0.04 1.74 9.62
H 0.09 3.28 8.74
H -1.08 0.17 7.74
H -0.47 1.55 6.78
H -2.88 1.78 5.87
H -3.23 0.21 6.60
H -0.50 -2.07 3.10
H -2.86 2.55 3.62
H -1.29 2.65 2.80
H -1.39 2.89 4.55
I -2.04 2.55 0.03
I -1.18 4.98 0.69
C 1.44 2.31 -5.66
C 0.46 2.23 -4.49
C -0.85 2.95 -4.81
C 1.11 2.76 -3.24
C 1.14 4.14 -3.10
C 1.76 4.74 -2.02
C 2.36 3.95 -1.08
C 2.38 2.56 -1.17
C 3.04 1.88 0.01
C 3.89 0.64 -0.24
C 1.95 1.64 1.06
C 1.74 1.95 -2.26
N 1.76 0.50 -2.44
B 0.75 -0.51 -2.44
N 1.27 -1.70 -3.02
C 2.60 -1.41 -3.32
C 2.88 -0.13 -3.01
C 0.60 -2.88 -3.59
C 0.33 -4.02 -2.82
C -0.38 -5.06 -3.42
C -0.80 -5.01 -4.73
C -0.48 -3.91 -5.49
C 0.23 -2.84 -4.95
C 0.65 -1.75 -5.90
C -0.47 -1.33 -6.86
C 1.89 -2.19 -6.69
C 0.67 -4.26 -1.37
C -0.46 -3.73 -0.49
C 2.05 -3.79 -0.92
H 0.97 1.98 -6.59
H 2.32 1.69 -5.49
H 1.78 3.34 -5.81
H 0.21 1.19 -4.33
H -0.68 3.94 -5.24
H -1.46 3.09 -3.91
H -1.43 2.37 -5.52
H 0.67 4.75 -3.86
H 1.77 5.82 -1.93
H 2.85 4.41 -0.23
H 3.71 2.63 0.43
H 3.31 -0.21 -0.58
H 4.36 0.34 0.70
H 4.67 0.85 -0.96
H 1.19 0.99 0.61
H 1.48 2.58 1.36
H 2.34 1.13 1.94
H 3.25 -2.16 -3.75
H 3.81 0.40 -3.12
H -0.60 -5.94 -2.83
H -1.34 -5.84 -5.17
H -0.76 -3.88 -6.54
H 0.93 -0.88 -5.32
H -0.72 -2.13 -7.56
H -0.15 -0.48 -7.45
H -1.37 -1.05 -6.31
H 1.67 -3.11 -7.25
H 2.73 -2.39 -6.03
H 2.18 -1.42 -7.41
H 0.67 -5.35 -1.26
H -0.52 -2.65 -0.54
H -0.29 -4.00 0.56
H -1.42 -4.15 -0.80
H 2.12 -2.71 -0.86
H 2.82 -4.16 -1.60
H 2.25 -4.18 0.07
*
```

**Maximum force**: 1.35 eV/A
**Kohn-Sham gap**: 6.412 eV
**E_HOMO**: -0.3252 Ha